[1]
Here is a single C3H7NO molecule at a distorted geometry from the OMol25 dataset. Energies are from wB97M-V/def2-TZVPD.

Geometry as XYZ:
```
12
Properties=species:S:1:pos:R:3:forces:R:3:nbo_charge:R:1
C 1.414871 0.551607 0.049674 -0.1729 0.8618 0.0689 0.548
N 0.129718 0.121313 -0.242188 0.4635 -1.9010 -0.5365 -0.488
C -0.011638 -1.327634 0.062143 0.5075 1.2251 0.1310 -0.415
C -1.086231 0.874862 -0.174127 -0.1862 1.3508 0.2496 -0.405
O 2.023363 1.419490 -0.522397 -0.3136 0.2553 0.1108 -0.544
H 1.877832 0.054965 0.929252 0.0096 -0.4192 -0.3528 0.095
H -0.054180 -1.409818 1.152402 -0.2983 -0.7248 -0.0593 0.186
H 0.860747 -1.841254 -0.338814 0.0592 -0.0719 0.2546 0.208
H -0.858358 -1.747635 -0.468584 -0.3142 0.1121 0.2702 0.213
H -1.309444 1.178577 0.861739 -0.2141 -0.3083 -0.0542 0.177
H -1.915479 0.304997 -0.584640 0.0497 -0.1625 0.0922 0.206
H -1.071201 1.820528 -0.724461 0.4098 -0.2172 -0.1746 0.220
```
Forces are in eV/Å.

As for the total energy: -6761.2279 eV. The HOMO energy is -0.3363 hartree. As for the SMILES: CN(C)C=O. As for the energy relative to the best compared isomer or geometry (same formula, charge and spin): 1.5225 eV.

=====

[2]
Here is 2 unconnected molecules or ions with the total composition C8H10Br2Si at a distorted geometry from the OMol25 dataset. Energies are from wB97M-V/def2-TZVPD.

Geometry as XYZ:
```
21
Properties=species:S:1:pos:R:3:forces:R:3:nbo_charge:R:1
C 3.521390 0.274090 -1.167064 -0.0153 -0.9510 0.6450 -0.208
C 3.232735 -0.872923 -0.398017 -3.6152 4.2316 -0.3332 -0.197
C 2.645052 1.361647 -1.382279 1.5709 -0.6013 -0.1152 -0.216
C 1.925715 -0.756242 0.196022 1.4848 -4.2023 1.4443 -0.327
C 1.418116 1.331140 -0.824181 -2.4142 -0.6562 0.2127 -0.325
C 1.095172 0.255055 -0.058623 -0.6883 -0.1643 0.6546 0.115
C -2.759338 0.045326 2.329462 3.2514 -0.9897 0.3383 -1.188
C -2.674677 -0.940916 -0.694737 -0.1232 0.6002 2.4672 -0.910
Si -2.240779 0.444553 0.615075 0.8917 -0.7909 -1.6741 1.239
Br -1.899722 -2.651903 -0.241426 0.2187 -0.0198 0.0518 0.008
Br -3.222596 2.303962 -0.195317 0.0877 -0.2203 0.1722 -0.336
H 4.475063 0.244513 -1.595697 1.3147 0.5239 -0.8892 0.205
H 3.839356 -1.700125 -0.212619 1.0151 -0.9869 0.0586 0.220
H 2.908392 2.227475 -1.958069 0.4334 0.0196 -0.4435 0.221
H 1.663229 -1.656672 0.837025 -0.1371 1.3366 -0.6773 0.222
H 0.517046 1.846382 -1.075883 0.2322 1.5937 -0.4015 0.231
H -2.267083 0.872043 2.879472 -0.0344 -0.6481 0.1939 0.257
H -3.764763 0.111459 2.567253 -2.1104 -0.2659 0.2674 0.248
H -2.257783 -0.985388 2.584288 -1.0786 2.0015 -0.2181 0.271
H -3.731902 -1.067510 -0.524657 -0.5024 -0.0966 -0.4870 0.230
H -2.422613 -0.685961 -1.680038 0.2184 0.2863 -1.2668 0.240
```
Forces are in eV/Å.

As for the total energy: -156417.8364 eV. The HOMO energy (alpha / beta) is -0.3288 / -0.2871 hartree. As for the energy relative to the best compared isomer or geometry (same formula, charge and spin): 4.7869 eV.

=====

[3]
Here is a single C4H7NO molecule from the OMol25 dataset. Energies are from wB97M-V/def2-TZVPD.

Geometry as XYZ:
```
13
Properties=species:S:1:pos:R:3:forces:R:3:nbo_charge:R:1
C 1.386237 0.609493 0.171816 0.0463 0.0132 0.0424 -0.641
C 0.326073 -0.150041 -0.615150 0.1667 -0.1007 0.0288 0.065
C -0.449211 -1.188491 0.207850 0.1746 -0.1602 -0.0655 -0.281
N -1.545634 -0.404826 0.802139 -0.0228 0.3009 -0.2443 -0.470
C -1.612869 0.634880 0.081783 -0.2081 -0.0749 0.2281 0.372
O -0.723480 0.804912 -0.924950 -0.0818 0.0776 0.0407 -0.500
H 1.487102 1.610532 -0.256744 0.1143 -0.1558 0.0172 0.226
H 1.082609 0.720111 1.218981 0.0409 -0.0194 -0.1556 0.216
H 2.358835 0.112688 0.138440 -0.1197 -0.0283 0.0261 0.217
H 0.717303 -0.537086 -1.559139 -0.1180 0.0983 0.1145 0.198
H -0.886406 -1.968704 -0.429165 0.0948 0.0750 0.1074 0.202
H 0.158022 -1.675016 0.976850 -0.0629 0.1414 -0.0981 0.208
H -2.323960 1.446030 0.201492 -0.0244 -0.1671 -0.0418 0.188
```
Forces are in eV/Å.

As for the total energy: -7798.5985 eV. The HOMO energy is -0.3552 hartree. As for the SMILES: C[C@H]1CN=CO1. As for the energy relative to the best compared isomer or geometry (same formula, charge and spin): 1.0459 eV.

=====

[4]
Here is 10 unconnected molecules or ions with the total composition C17H49N18O9P at a distorted geometry from the OMol25 dataset. Energies are from wB97M-V/def2-TZVPD.

Geometry as XYZ:
```
94
Properties=species:S:1:pos:R:3:forces:R:3:lowdin_charge:R:1
C -0.294199 0.923011 1.352436 -0.7840 0.4196 -0.4909 -0.041
C -1.774215 0.937852 1.037664 0.5413 -0.1980 0.1694 -0.262
C -2.688251 1.526418 1.907755 -0.4495 -0.0567 -0.2032 -0.052
C -4.042723 1.549499 1.594479 0.3162 -0.3677 -0.2967 -0.064
C -4.497888 0.955953 0.417342 -0.2808 0.3299 -0.3479 -0.362
C -5.962394 0.924728 0.124464 0.2819 -0.1563 0.1800 -0.366
P -6.741478 -0.644416 0.990193 0.1951 0.0972 -0.2766 0.668
C -3.579327 0.358173 -0.451434 -0.1238 0.2076 0.7234 -0.046
C -2.225858 0.346918 -0.136537 -0.5736 0.0119 -0.1024 -0.030
H 0.248111 0.648013 0.454579 0.2243 -0.2062 -0.0008 0.080
H -0.072138 0.248366 2.165539 0.2198 -0.1010 0.1606 0.057
H -0.004917 1.935264 1.616995 0.2913 0.0357 0.2762 0.076
H -2.361954 1.968742 2.839302 0.2524 0.0288 0.0813 0.092
H -4.773030 2.019643 2.238038 -0.0096 0.1024 0.1836 0.089
H -6.433681 1.826136 0.514519 -0.2362 0.0260 0.0806 0.065
H -6.156264 0.886858 -0.947370 -0.0098 -0.1385 -0.1105 0.063
H -7.551594 -0.890915 -0.160895 -0.1186 0.0266 0.1219 -0.039
H -5.461731 -1.262919 1.018712 -0.0394 -0.0026 -0.0012 -0.018
H -7.119051 0.159283 2.105358 -0.0356 -0.0621 0.0229 -0.031
H -7.324479 -1.813878 1.638400 -0.0792 0.0207 0.0240 -0.110
H -3.966080 -0.084743 -1.358123 0.1442 -0.0932 -0.1952 0.103
H -1.532573 -0.123509 -0.816041 0.1688 0.0446 0.0072 0.072
C 2.593484 1.311000 3.935583 0.1509 0.1091 -0.1797 -0.679
O 1.391259 1.126610 3.941612 -0.0394 -0.0212 0.2573 0.021
N 3.225487 2.094633 4.864457 -0.0205 -0.0465 0.0314 0.153
N 3.418889 0.744450 2.999857 0.0050 -0.1087 0.1359 0.150
H 4.214586 2.255877 4.869313 0.0030 0.0060 -0.0196 0.093
H 2.654135 2.525318 5.566411 -0.0096 0.0063 -0.0008 0.101
H 2.995976 0.170376 2.290717 -0.0182 0.0433 -0.0384 0.122
H 4.410849 0.898814 2.972522 -0.0164 0.0891 -0.1346 0.102
C -3.372600 4.654745 5.497468 0.0030 -0.0373 -0.0389 -0.687
O -3.304982 5.336005 6.504034 -0.0064 -0.0021 0.0037 0.022
N -2.385230 4.632898 4.552195 -0.0060 -0.0044 -0.0240 0.155
N -4.446113 3.847619 5.226040 -0.0145 0.0067 0.0050 0.150
H -2.432778 4.076634 3.719367 0.0191 0.0172 -0.0197 0.073
H -1.580416 5.207516 4.712826 0.0077 0.0042 0.0101 0.102
H -5.190887 3.834344 5.896102 0.0010 0.0026 0.0159 0.100
H -4.514387 3.279970 4.402995 0.0170 -0.0049 -0.0047 0.073
C -0.245545 -1.759157 -3.328238 0.1149 0.0240 -0.1545 -0.658
O -0.284117 -0.990235 -2.364990 -0.1314 -0.2202 -0.2678 -0.013
N 0.787351 -1.803696 -4.194579 0.1120 0.0976 -0.0098 0.184
N -1.263550 -2.636725 -3.590612 -0.0907 0.0788 -0.0482 0.163
H 0.800133 -2.427262 -4.986687 0.0008 -0.0387 -0.0786 0.051
H 1.556925 -1.179833 -4.027578 -0.0132 0.0090 0.0519 0.108
H -2.055656 -2.612291 -2.979615 -0.0981 0.0439 -0.0731 0.086
H -1.248068 -3.287615 -4.355038 0.1410 0.0172 -0.0262 0.091
C -0.702526 -3.477638 0.654791 -0.1592 0.2002 0.0170 -0.678
O 0.293997 -2.883424 1.019255 0.0820 -0.0139 0.0278 0.030
N -1.328265 -4.402003 1.452276 0.0003 -0.0422 0.0564 0.145
N -1.290950 -3.252923 -0.559658 0.0436 -0.1328 0.1017 0.160
H -2.158519 -4.895868 1.187979 0.0099 -0.0201 -0.0265 0.087
H -0.927339 -4.564244 2.358131 -0.0288 -0.0150 0.0220 0.097
H -0.872069 -2.564889 -1.165822 0.0853 0.1616 0.1858 0.044
H -2.112051 -3.741262 -0.859617 0.0025 -0.0763 0.0648 0.085
C 1.934184 2.247745 -3.780734 -0.0721 0.0930 -0.1229 -0.685
O 2.408513 2.041701 -2.676193 0.0100 -0.0289 -0.0004 0.017
N 2.519697 3.080003 -4.688485 -0.1189 -0.0816 0.3498 0.146
N 0.770139 1.649023 -4.199111 0.0162 -0.1494 0.1497 0.147
H 2.141112 3.256054 -5.598117 0.0446 0.0109 -0.0339 0.087
H 3.378077 3.537221 -4.429312 -0.0473 -0.0730 -0.2358 0.062
H 0.307317 1.028607 -3.553589 0.0129 0.0081 0.0623 0.070
H 0.370725 1.806297 -5.103389 0.0010 0.0374 -0.0072 0.085
C 5.574770 -2.243356 4.494984 -0.0533 0.0024 0.0419 -0.686
O 6.224442 -1.930044 3.511386 0.0390 0.0288 0.0038 0.015
N 4.456755 -1.559811 4.874711 0.1298 0.1198 0.0032 0.158
N 5.921558 -3.300457 5.294451 0.0407 0.0237 -0.0081 0.143
H 3.912209 -1.791186 5.682994 -0.0287 -0.0367 -0.0233 0.094
H 4.181515 -0.784117 4.290474 -0.1571 -0.2317 0.1049 0.051
H 6.738150 -3.821391 5.037960 -0.0007 -0.0030 -0.0208 0.099
H 5.399167 -3.573338 6.103926 -0.0310 -0.0113 -0.0100 0.088
C 6.035996 4.483566 -5.645066 0.0678 0.0121 0.0479 -0.660
O 4.839054 4.243187 -5.670794 0.1615 0.1142 -0.0806 0.011
N 6.592952 5.321687 -4.723185 -0.0408 0.0106 -0.0226 0.156
N 6.908526 3.929472 -6.537226 -0.0321 0.0198 -0.0315 0.153
H 7.572469 5.527018 -4.685243 0.0114 -0.0138 0.0088 0.094
H 5.977764 5.741740 -4.052072 -0.0047 -0.0091 0.0117 0.107
H 6.528922 3.306133 -7.224053 -0.0103 -0.0149 0.0088 0.104
H 7.893187 4.112246 -6.531537 0.0088 -0.0002 0.0100 0.093
C -1.862303 -2.963590 5.302992 0.0633 0.1088 -0.0552 -0.691
O -2.157052 -4.119319 5.559613 0.0145 -0.0755 -0.0021 0.009
N -1.111069 -2.192750 6.149239 -0.0270 -0.0204 0.0269 0.148
N -2.251694 -2.346153 4.150947 -0.1031 0.0544 0.0603 0.161
H -0.856495 -1.244217 5.949737 0.0327 0.0213 -0.0468 0.091
H -0.806579 -2.615126 7.004987 -0.0166 -0.0161 0.0022 0.097
H -2.795988 -2.883584 3.503540 0.0440 0.0051 -0.0542 0.090
H -2.008405 -1.401719 3.917318 0.0678 -0.0023 -0.0634 0.091
C 0.399929 -3.570058 -7.748441 -0.0098 0.0330 -0.1866 -0.658
O 0.475570 -3.603784 -6.527525 -0.0648 -0.0230 0.1318 0.005
N 1.095432 -4.434034 -8.538156 -0.0050 -0.0034 0.0644 0.160
N -0.384248 -2.668161 -8.404951 0.0107 -0.0254 0.0767 0.160
H 1.048896 -4.425469 -9.538719 -0.0046 0.0045 -0.0100 0.097
H 1.680363 -5.107465 -8.079723 0.0045 -0.0001 0.0091 0.109
H -0.906486 -2.018608 -7.847436 0.0006 0.0129 0.0042 0.107
H -0.458345 -2.626157 -9.403107 0.0045 -0.0020 -0.0101 0.097
```
Forces are in eV/Å.

As for the total energy: -72969.1856 eV. The HOMO energy is -0.2791 hartree. As for the SMILES: Cc1ccc(C[PH4])cc1.NC(N)=O.NC(N)=O.NC(N)=O.NC(N)=O.NC(N)=O.NC(N)=O.NC(N)=O.NC(N)=O.NC(N)=O.

=====

[5]
Here is a molecular structure, C23H26ClIrN2O3PS3 from the OMol25 dataset. Energies are from wB97M-V/def2-TZVPD.

Geometry as XYZ:
```
60
Properties=species:S:1:pos:R:3:forces:R:3:nbo_charge:R:1
Ir -0.568859 -0.494196 -0.342710 -0.2517 0.0734 0.0486 0.457
Cl -2.797687 -1.501722 -0.128727 0.0650 -0.1043 0.2782 0.135
C -2.846838 -2.649314 -1.462108 -0.1581 -0.0527 0.0604 0.000
C -4.078479 -3.198703 -1.768831 -0.0138 0.0189 0.0174 -0.220
C -4.153486 -4.085673 -2.829553 -0.0268 -0.0085 -0.0045 -0.158
C -3.016808 -4.398298 -3.564594 -0.0028 -0.0260 -0.0204 -0.215
C -1.801284 -3.826335 -3.236640 0.0383 0.0095 -0.0193 -0.098
C -1.693327 -2.944671 -2.158192 0.1340 -0.0231 -0.1361 -0.449
P -0.098915 -2.169693 -1.754303 0.1798 0.0182 0.0360 1.283
C 0.570787 -1.700302 -3.367061 0.0497 -0.1355 -0.0180 -0.420
C 1.669495 -2.370852 -3.903229 0.0422 0.0245 0.0200 -0.138
C 2.127833 -2.047017 -5.172336 -0.0038 0.0355 -0.0440 -0.224
C 1.489970 -1.063003 -5.913150 0.0164 -0.0332 0.0342 -0.172
C 0.389081 -0.401210 -5.384378 -0.0175 0.0145 -0.0035 -0.187
C -0.073830 -0.717051 -4.118653 -0.0420 0.0547 0.0221 -0.186
C 0.981014 -3.477791 -1.134047 0.0334 0.0513 0.0086 -0.425
C 0.620929 -4.819531 -1.093435 -0.0783 -0.0316 0.0433 -0.148
C 1.522976 -5.765793 -0.621624 0.0084 0.0000 0.0104 -0.210
C 2.783871 -5.375961 -0.198251 -0.0065 0.0082 0.0015 -0.180
C 3.147505 -4.034143 -0.235578 -0.0109 -0.0013 0.0050 -0.199
C 2.248178 -3.088777 -0.695180 0.0496 -0.0077 -0.0175 -0.181
H -4.958121 -2.925128 -1.202018 0.0096 -0.0107 -0.0091 0.242
H -5.108277 -4.520844 -3.091945 0.0046 0.0008 0.0048 0.238
H -3.083415 -5.078921 -4.402581 0.0028 0.0144 0.0080 0.238
H -0.920792 -4.044666 -3.829825 -0.0037 -0.0051 0.0159 0.229
H 2.179953 -3.140746 -3.340420 -0.0326 -0.0004 0.0033 0.218
H 2.985440 -2.567334 -5.578360 -0.0156 0.0101 -0.0013 0.228
H 1.848577 -0.811216 -6.902866 -0.0001 -0.0042 0.0197 0.229
H -0.111392 0.368826 -5.957256 0.0143 -0.0229 0.0071 0.229
H -0.926040 -0.188115 -3.715308 0.0057 -0.0083 0.0090 0.246
H -0.361167 -5.140930 -1.417813 0.0199 0.0285 -0.0174 0.215
H 1.237050 -6.809255 -0.591572 0.0074 0.0161 -0.0011 0.227
H 3.485986 -6.115974 0.163724 -0.0120 0.0134 -0.0087 0.230
H 4.129494 -3.726041 0.098471 -0.0137 -0.0033 -0.0057 0.232
H 2.534711 -2.041884 -0.718932 -0.0051 -0.0108 -0.0032 0.227
O -1.430392 0.806581 -1.765366 -0.0488 0.1419 -0.2010 -0.921
S -0.786429 1.901982 -0.921941 0.0804 -0.1404 0.0556 2.157
O -0.971915 3.234681 -1.355969 0.0673 0.0330 0.0359 -0.857
O -1.265172 1.518274 0.455575 0.2321 -0.0314 -0.2853 -0.966
S 1.103037 1.017506 -0.854188 -0.2025 0.2258 0.0680 -0.222
C -2.606510 -0.005772 3.560115 0.0703 -0.0334 0.0168 -0.417
N -1.209457 -0.288071 3.216414 -0.1386 0.0353 -0.1052 -0.399
C -0.337759 0.895283 3.263472 0.0451 -0.0859 0.0629 -0.425
C -0.830849 -1.443229 2.669579 0.0974 0.1444 0.0591 0.407
S 0.499814 -1.488941 1.527322 -0.2414 -0.1180 -0.1348 -0.104
N -1.443092 -2.579285 3.017387 0.1188 -0.0280 0.0511 -0.403
C -1.305219 -3.806721 2.236940 -0.0543 -0.0254 -0.0143 -0.414
C -2.029428 -2.778770 4.345133 -0.0444 0.0260 -0.0662 -0.415
H -2.856201 0.967209 3.138362 0.0154 0.0030 -0.0176 0.235
H -2.766022 0.030674 4.637190 -0.0033 -0.0153 0.0274 0.215
H -3.262034 -0.749695 3.116775 -0.0046 -0.0639 0.0100 0.212
H -0.613484 1.461240 4.152338 0.0173 -0.0200 0.0169 0.213
H -0.474238 1.512302 2.379971 0.0031 0.0011 0.0645 0.251
H 0.700277 0.592426 3.339567 0.0298 -0.0379 0.0040 0.232
H -0.983701 -3.581607 1.225748 -0.0253 0.0048 0.0071 0.236
H -2.273515 -4.308276 2.212935 0.0045 -0.0028 0.0155 0.212
H -0.570249 -4.471999 2.693179 0.0015 0.0086 0.0106 0.216
H -1.672384 -2.016331 5.029662 0.0050 0.0629 0.0031 0.224
H -1.699557 -3.750301 4.711198 -0.0005 0.0000 -0.0104 0.224
H -3.119056 -2.770101 4.323144 -0.0107 0.0135 -0.0176 0.214
```
Forces are in eV/Å.

As for the total energy: -90547.6718 eV. The net charge is +1. The HOMO energy is -0.4226 hartree. As for the energy relative to the best compared isomer or geometry (same formula, charge and spin): 0.0000 eV.